[1]
This record from the OMol25 dataset describes CH5PS2 as an isolated structure at a distorted geometry. The level of theory is ωB97M-V/def2-TZVPD.

```
9
Properties=species:S:1:pos:R:3:forces:R:3:lowdin_charge:R:1
C -0.21087 -0.47451 -1.00688 1.413 -1.732 -2.900 -0.479
P -0.53350 -0.59138 0.78549 -0.339 -0.994 -0.414 0.313
S -0.77238 2.56876 2.85615 0.708 0.463 -0.179 0.315
S 0.80520 0.58964 1.64974 1.024 0.446 0.337 0.077
H -0.61782 -1.47805 -1.56810 1.172 2.293 1.483 0.083
H 0.88286 -0.21482 -1.38753 -1.927 -1.119 1.216 0.066
H -0.73562 0.31714 -1.50068 -0.859 0.578 0.127 -0.014
H 0.11947 -1.83361 1.02337 -0.253 0.073 -0.052 -0.095
H 0.52005 2.93036 2.54314 -0.940 -0.008 0.382 -0.267
```
Forces are in eV/Å.

Results
Total energy = -1178.708435 Ha
Total charge = 0
HOMO (spin up / spin down) = -8.17 / -8.84 eV
Multiplicity = 3
Frontier orbital gap (spin up / spin down) = 8.93 / 6.08 eV

[2]
This record from the OMol25 dataset describes a 2-piece molecular cluster, CH5S3 overall. The level of theory is ωB97M-V/def2-TZVPD.

```
9
Properties=species:S:1:pos:R:3:forces:R:3:lowdin_charge:R:1
S -2.30589 -3.75855 2.49987 0.049 0.015 -0.035 0.444
H -2.12586 -3.05655 1.36919 -0.020 0.007 0.060 -0.208
C 1.82760 2.14051 -0.99961 -0.008 0.351 0.510 -0.594
S 0.36061 1.61515 -0.07778 -0.199 0.026 -0.257 0.020
S -0.58178 0.35820 -1.43881 0.054 -0.031 0.150 -0.412
H 2.16724 3.10072 -0.60089 0.073 -0.035 0.179 0.001
H 2.61438 1.40743 -0.88741 0.288 -0.208 -0.168 -0.001
H 1.59976 2.30144 -2.04064 -0.233 -0.151 -0.389 -0.008
H -3.55606 -4.10833 2.17609 -0.004 0.025 -0.049 -0.242
```
Forces are in eV/Å.

Results
Total energy = -1235.692030 Ha
Total charge = -1
HOMO = -2.03 eV
Frontier orbital gap = 5.08 eV

[3]
This record from the OMol25 dataset describes a 2-piece molecular cluster, CH6BN overall at a distorted geometry. The level of theory is ωB97M-V/def2-TZVPD.

```
9
Properties=species:S:1:pos:R:3:forces:R:3:lowdin_charge:R:1
B -1.11083 -0.24565 -1.15873 -0.376 2.223 2.717 -0.093
C 0.55733 0.41548 0.81727 3.495 -2.132 -2.208 -0.126
N -0.51210 -0.24243 0.18429 -0.971 -1.214 -1.560 -0.107
H -2.16573 -0.83191 -1.24895 0.823 -0.438 -0.255 0.025
H -0.92347 0.75769 -1.77643 0.482 -0.456 -0.620 0.017
H 0.75744 0.12822 1.85272 -0.322 0.701 -0.364 0.042
H 2.13637 -0.27066 0.25281 -2.647 0.813 1.069 0.119
H 1.00473 1.29095 0.33112 -1.026 0.047 0.736 0.028
H -0.89470 -1.05165 0.67006 0.543 0.456 0.485 0.095
```
Forces are in eV/Å.

Results
Total energy = -121.190782 Ha
Total charge = 0
HOMO = -8.63 eV
Frontier orbital gap = 8.66 eV

[4]
This record from the OMol25 dataset describes an isolated ion of composition CH6FN4 and charge +1 at a distorted geometry. The level of theory is ωB97M-V/def2-TZVPD.

```
12
Properties=species:S:1:pos:R:3:forces:R:3:lowdin_charge:R:1
N 0.45738 0.55147 -2.25680 0.119 1.131 -0.110 0.004
N -0.05904 -0.32651 -1.30182 1.236 0.458 0.104 -0.014
C 0.26935 -0.03670 0.08229 -3.388 0.002 -4.380 -0.214
F 0.98139 1.06292 0.31487 -0.497 -2.349 -0.233 0.194
N -0.49844 -0.53286 1.00512 1.219 0.451 -0.465 0.046
N -0.26941 -0.46321 2.32764 -2.208 -0.302 3.246 0.092
H 1.42749 0.39397 -2.51224 -0.102 0.169 0.315 0.111
H 0.21425 1.49341 -1.97918 0.521 0.216 -0.512 0.099
H -0.61203 -0.91794 -2.06562 0.819 0.122 3.947 0.245
H -1.24724 -1.19176 0.85392 0.188 -0.269 -1.018 0.194
H -1.11324 -0.09953 2.79638 0.298 -0.464 -0.336 0.141
H 0.44954 0.06674 2.73544 1.796 0.834 -0.559 0.103
```
Forces are in eV/Å.

Results
Total energy = -360.201799 Ha
Total charge = +1
HOMO = -14.14 eV
SMILES = NN/C(F)=[NH+]/N
Frontier orbital gap = 9.49 eV

[5]
This record from the OMol25 dataset describes a 2-piece molecular cluster, CH6N2O overall at a distorted geometry. The level of theory is ωB97M-V/def2-TZVPD.

```
10
Properties=species:S:1:pos:R:3:forces:R:3:lowdin_charge:R:1
C 2.09963 0.10018 1.24415 4.716 -0.004 -4.477 0.086
N 2.72036 -0.34136 -0.08722 -2.945 1.668 4.797 -0.204
O 3.77214 0.03541 -0.64675 -1.035 -0.322 0.657 -0.081
H 2.67842 0.70389 1.98228 -0.203 -0.529 -1.250 0.059
H 1.30450 -0.45639 1.60090 -1.549 -1.228 0.015 -0.005
H 2.01439 -0.91624 -0.61362 0.953 0.389 0.259 0.146
N -1.51676 -0.22723 -0.33970 -2.692 -2.099 0.777 0.024
H -2.52724 -0.27409 -0.04106 1.952 0.372 -0.590 0.046
H -1.38730 -0.01956 -1.28449 -0.075 0.471 -1.452 -0.024
H -0.93852 0.29542 0.23418 0.878 1.282 1.263 -0.047
```
Forces are in eV/Å.

Results
Total energy = -226.305461 Ha
Total charge = 0
HOMO (spin up / spin down) = -9.01 / -8.97 eV
SMILES = C=[NH+][O-].N
Frontier orbital gap (spin up / spin down) = 9.09 / 9.38 eV

[6]
This record from the OMol25 dataset describes an isolated ion of composition CH6N2P and charge +1 at a distorted geometry. The level of theory is ωB97M-V/def2-TZVPD.

```
10
Properties=species:S:1:pos:R:3:forces:R:3:lowdin_charge:R:1
N 1.77256 -0.18557 0.39426 1.044 -0.448 0.301 0.164
C 0.52904 0.26192 0.25657 2.180 0.250 -0.877 -0.271
N -0.44468 -0.51658 0.04409 -3.779 0.697 0.415 -0.154
P -2.30876 -0.01501 0.22731 1.359 -0.037 0.941 0.923
H 2.60273 0.42775 0.48308 -1.127 -0.507 -0.132 0.152
H 1.97303 -1.22028 0.40980 -0.366 1.731 0.046 0.164
H 0.25845 1.27493 0.08534 0.715 1.200 0.633 0.133
H -0.23146 -1.47202 0.05597 -0.173 -1.847 0.096 0.089
H -2.44131 -0.07833 -1.12401 -0.361 0.161 -1.219 -0.133
H -2.21018 1.45721 0.29774 0.508 -1.201 -0.205 -0.067
```
Forces are in eV/Å.

Results
Total energy = -492.289468 Ha
Total charge = +1
HOMO = -14.76 eV
SMILES = N/C=[NH+]/P
Frontier orbital gap = 10.77 eV

[7]
This record from the OMol25 dataset describes a 2-piece molecular cluster, CH6N2S overall at a distorted geometry. The level of theory is ωB97M-V/def2-TZVPD.

```
10
Properties=species:S:1:pos:R:3:forces:R:3:lowdin_charge:R:1
S -4.18032 -2.47164 -0.63697 -1.361 -1.998 0.906 0.369
H -4.54037 -3.85868 -0.43851 0.680 2.052 -0.397 -0.151
N 2.51422 2.41805 -0.30324 0.729 -1.239 3.290 0.298
C 3.65724 2.01544 0.42452 0.241 4.349 -3.193 -0.195
N 3.50120 1.05295 1.23351 1.551 -0.980 1.179 0.251
H 1.71437 1.97501 0.16745 -0.365 -0.199 -0.868 0.153
H 2.33106 3.37835 -0.57412 0.477 0.183 -0.616 0.154
H 4.55382 2.74619 0.21877 -1.331 -1.894 0.498 0.192
H 4.38506 0.98485 1.81657 -1.308 -0.226 -0.291 0.146
H -5.24507 -2.11764 0.15618 0.687 -0.048 -0.508 -0.218
```
Forces are in eV/Å.

Results
Total energy = -549.012751 Ha
Total charge = +1
HOMO (spin up / spin down) = -11.38 / -11.37 eV
Multiplicity = 2
Frontier orbital gap (spin up / spin down) = 6.54 / 1.72 eV

[8]
This record from the OMol25 dataset describes a 2-piece molecular cluster, CH6N3 overall at a distorted geometry. The level of theory is ωB97M-V/def2-TZVPD.

```
10
Properties=species:S:1:pos:R:3:forces:R:3:lowdin_charge:R:1
C 2.11925 -0.04870 0.27162 0.507 -0.183 -0.092 -0.434
N 1.08764 -0.15908 0.74575 -1.938 0.025 0.382 0.094
N 3.35464 -0.05550 -0.17863 2.809 2.236 -1.454 0.083
N -2.83520 -0.05401 0.04806 1.244 -0.089 2.214 0.339
H -3.41789 -0.68167 -0.44718 -0.660 -1.084 -0.794 0.137
H -2.65650 0.76391 -0.50675 -0.768 1.293 0.118 0.152
H 3.46785 -0.21616 -1.20860 -0.320 0.021 1.436 0.131
H 3.93440 0.82426 0.08195 -1.397 -2.096 -0.391 0.162
H -3.17851 0.01584 1.04743 0.193 0.764 -1.451 0.201
H -1.87567 -0.38888 0.14636 0.329 -0.886 0.031 0.136
```
Forces are in eV/Å.

Results
Total energy = -205.690174 Ha
Total charge = +1
HOMO = -13.41 eV
Frontier orbital gap = 9.22 eV

[9]
This record from the OMol25 dataset describes an isolated ion of composition CH6N3O and charge +1 at a distorted geometry. The level of theory is ωB97M-V/def2-TZVPD.

```
11
Properties=species:S:1:pos:R:3:forces:R:3:lowdin_charge:R:1
H 0.21637 -2.17868 -1.88179 -2.380 -1.548 -5.577 0.079
N 0.70006 -1.91860 -1.13575 0.252 1.070 3.616 0.278
N 0.12736 -1.38695 -0.28373 3.570 -0.145 3.285 0.162
N -1.33890 -0.44267 -0.09704 -5.256 -1.663 -0.747 -0.163
C -0.72588 0.75223 0.23062 0.498 3.301 2.110 -0.095
O -1.96520 -0.97656 1.13219 2.273 -2.283 -3.418 0.061
H -2.14600 -0.33264 -0.81509 1.605 -0.406 1.189 0.224
H 0.01268 0.58764 1.07166 -0.806 0.239 -1.079 0.142
H -1.49337 1.53283 0.52139 0.657 -0.958 0.142 0.142
H -0.28768 1.22341 -0.61618 0.796 0.031 -0.877 0.100
H -2.33993 -0.22708 1.51398 -1.209 2.363 1.357 0.068
```
Forces are in eV/Å.

Results
Total energy = -280.739053 Ha
Total charge = +1
HOMO = -15.78 eV
SMILES = [H]/N=N\[N@H+](C)O
Frontier orbital gap = 10.28 eV

[10]
This record from the OMol25 dataset describes an isolated ion of composition CH6N3O2 and charge +1 at a distorted geometry. The level of theory is ωB97M-V/def2-TZVPD.

```
12
Properties=species:S:1:pos:R:3:forces:R:3:lowdin_charge:R:1
N 0.68267 1.64033 0.23020 0.501 0.015 -0.364 0.220
C 0.33518 0.41918 -0.07600 -5.910 0.919 1.287 -0.198
N 0.78944 -0.76341 -0.09162 -1.092 -1.805 -1.016 0.025
O 2.08422 -1.13754 0.03102 0.964 -0.091 0.157 0.089
N -1.44877 0.38982 -0.09218 3.220 0.946 -2.556 0.014
O -1.89951 -0.86364 0.25734 0.422 -0.985 -0.131 -0.082
H 1.65992 1.88702 0.37672 -0.379 0.198 -0.102 0.151
H -0.08082 2.34280 0.28004 0.961 -0.740 0.042 0.161
H 0.09715 -1.50654 -0.33943 0.650 0.738 0.493 0.197
H 2.11334 -2.08747 -0.18711 0.112 0.333 0.087 0.152
H -1.62660 0.40063 -1.15435 0.490 0.331 1.707 0.147
H -2.70620 -0.72117 0.76537 0.060 0.140 0.396 0.124
```
Forces are in eV/Å.

Results
Total energy = -356.038533 Ha
Total charge = +1
HOMO = -15.12 eV
SMILES = N/C(NO)=[NH+]/O
Frontier orbital gap = 11.46 eV